19
Properties=species:S:1:pos:R:3:forces:R:3 method="wB97M-V/def2-TZVPD" charge=0 homo_ha=-0.3352 relative_energy_kcal_mol=28.05 smiles="C=CCC/C=C/C"
C 2.91603 0.12744 -0.80411 0.358 0.321 0.168
C 1.53370 -0.40725 -0.88904 0.216 0.425 -0.183
C 0.61867 -0.39185 0.07650 0.715 -0.604 -0.180
C -1.61697 1.67198 1.20426 -0.719 0.218 0.106
C -1.98939 0.40594 1.09761 0.180 0.259 0.069
C -1.89760 -0.35508 -0.17737 -0.055 -0.065 -0.068
C -0.62535 -1.19911 -0.11205 0.141 -0.147 -0.163
H 3.68832 -0.59803 -1.07910 -0.255 -0.190 0.098
H 3.09534 0.44129 0.21382 0.315 0.221 0.295
H 3.09828 0.97355 -1.46708 -0.186 0.153 -0.041
H 1.28759 -0.79305 -1.86927 -0.279 -0.413 -0.039
H -0.42289 -1.70730 -1.05850 -0.611 -0.318 0.108
H 0.84249 0.05568 1.03990 -0.012 -0.001 -0.047
H -1.45293 2.30170 0.33347 0.266 -0.174 0.082
H -1.62014 2.14729 2.17060 0.093 0.223 0.152
H -2.22077 -0.15738 2.00299 0.023 0.028 -0.146
H -2.77213 -0.98944 -0.31575 -0.062 -0.091 -0.092
H -1.82025 0.32822 -1.03415 -0.090 -0.090 0.209
H -0.69792 -1.95682 0.69099 -0.039 0.248 -0.326

---

48
Properties=species:S:1:pos:R:3:forces:R:3 method="wB97M-V/def2-TZVPD" charge=+3 homo_ha=-0.6141
Tc -0.30584 -2.53623 -0.67954 -0.106 0.279 -0.003
S 1.49284 -7.30265 -1.71300 -0.056 0.181 0.118
As 0.70182 -5.31831 -1.86314 0.133 -0.489 -0.147
S -1.23294 -4.44062 -1.00484 -0.070 -0.115 -0.094
S 1.61017 -3.31699 -1.26775 0.192 -0.047 -0.101
S 0.96754 -6.45271 -3.66101 -0.074 0.225 0.104
C -1.85514 -2.34390 4.16951 0.027 0.001 0.010
C -0.39363 -1.90552 3.76298 -0.062 0.115 0.005
C 0.65434 -2.77890 4.50023 -0.002 -0.018 0.015
C -0.19686 -0.39202 4.06148 -0.024 -0.042 0.022
C -0.31335 -2.12985 2.37602 0.135 -0.104 -0.068
C -0.24988 -2.33912 1.14036 -0.068 0.022 0.165
H -1.91297 -2.16830 5.24434 0.006 0.002 -0.004
H -2.02477 -3.40047 3.97410 0.012 0.001 -0.003
H -2.60754 -1.73771 3.66984 0.010 0.005 -0.004
H 0.51713 -2.60200 5.56689 -0.002 0.000 -0.005
H 1.66856 -2.49123 4.22869 -0.013 0.006 -0.004
H 0.50496 -3.83908 4.30336 -0.004 0.006 -0.002
H -0.32127 -0.26789 5.13705 0.002 0.007 -0.006
H -0.94097 0.21807 3.55264 -0.004 -0.004 -0.003
H 0.80435 -0.06541 3.78643 0.000 -0.012 0.000
C 1.07864 4.43414 0.27592 -0.003 0.013 0.029
C 0.74220 4.53047 -1.20118 0.025 -0.092 -0.018
N 0.47880 3.20234 -1.80736 0.079 0.152 -0.032
C 1.46576 2.66599 -2.74687 -0.021 0.002 -0.020
C 2.74410 2.20199 -2.07019 0.008 -0.012 0.069
C -0.71199 2.66173 -1.56635 -0.073 -0.103 0.132
O -1.62046 3.13950 -0.90875 0.056 -0.017 -0.030
C -1.05627 1.27146 -2.08839 0.005 0.127 -0.074
C -2.15772 1.13629 -2.94201 -0.003 0.031 -0.043
C -2.62883 -0.12175 -3.29632 -0.035 0.011 -0.019
C -2.05400 -1.23485 -2.73359 0.135 0.050 0.066
N -1.01351 -1.10279 -1.86486 -0.112 0.019 0.008
C -0.50274 0.13211 -1.56593 -0.003 -0.127 -0.038
H 1.26145 5.43185 0.67308 -0.003 -0.007 0.003
H 1.97537 3.83673 0.44556 0.001 0.000 -0.011
H 0.24618 4.00266 0.83090 0.000 0.008 0.009
H 1.56018 4.97741 -1.76452 -0.004 -0.029 -0.013
H -0.14273 5.14600 -1.35126 -0.038 0.003 -0.009
H 1.69398 3.45114 -3.46892 -0.018 0.012 -0.011
H 1.00940 1.85739 -3.31942 -0.027 -0.031 0.013
H 3.23496 3.02412 -1.55053 0.000 -0.002 -0.001
H 3.44520 1.81545 -2.80972 -0.017 0.007 0.004
H 2.54669 1.41969 -1.32948 0.002 0.006 -0.034
H -2.64154 2.03212 -3.31477 -0.011 -0.019 -0.010
H -3.46025 -0.24194 -3.97791 0.003 0.010 0.011
H -2.41197 -2.23401 -2.93663 0.019 -0.007 0.012
H 0.35257 0.17562 -0.89511 0.004 -0.024 0.013

---

9
Properties=species:S:1:pos:R:3:forces:R:3 method="wB97M-V/def2-TZVPD" spin_multiplicity=3 charge=+1 homo_ha="-0.4959 / -0.5954" relative_energy_kcal_mol=9.02 s_squared=2.01
C 1.59629 -0.20562 -0.03299 -1.455 0.045 0.835
C -0.85129 0.48770 -0.09470 -0.769 -2.436 4.142
N 0.43472 -0.05350 0.06506 4.097 0.767 -0.773
N 2.88908 -0.50729 -0.03144 -4.732 -1.599 -0.694
Cl 4.59575 0.19403 0.01931 3.028 1.507 0.207
H -1.26278 0.34297 0.97116 -0.041 0.387 -1.602
H -0.90878 1.48742 -0.32499 0.286 2.181 -0.940
H -1.31774 -0.21525 -0.71042 -1.347 -0.519 -1.220
H 2.88040 -1.45189 -0.41599 0.934 -0.333 0.045

---

15
Properties=species:S:1:pos:R:3:forces:R:3 method="wB97M-V/def2-TZVPD" charge=0 homo_ha="-0.2884 / -0.3142" relative_energy_kcal_mol=116.25
C -0.27787 0.02168 -3.75996 0.201 -0.703 -0.360
N -0.47324 -1.13387 1.15082 -0.115 0.249 -0.010
N 0.74644 0.20305 3.14423 -0.013 -0.121 -0.645
N -1.44928 1.08005 -2.14118 -0.855 -0.925 0.749
O -0.11155 1.43516 0.92022 -0.293 0.468 -0.283
O -0.61914 1.09276 -3.15603 0.273 1.152 -0.119
P 0.44537 0.20163 1.47333 0.199 -0.311 0.662
H -0.64060 -0.94981 -3.45899 -0.201 0.120 0.243
H 1.69238 -0.16954 0.99247 0.404 0.002 -0.001
H 0.39503 0.15411 -4.58550 0.089 0.167 -0.061
H -1.42594 -0.92694 0.89473 -0.066 -0.109 -0.115
H -0.35292 -1.94242 1.73411 -0.102 -0.125 0.120
H 1.66122 0.57418 3.36519 0.050 0.037 0.036
H 0.04330 0.76548 3.60722 -0.059 -0.014 0.198
H -1.53653 2.04503 -1.82162 0.487 0.114 -0.414

---

105
Properties=species:S:1:pos:R:3:forces:R:3 method="wB97M-V/def2-TZVPD" charge=-1 homo_ha=-0.1764 relative_energy_kcal_mol=4.08
Bi -0.55705 0.30613 0.45528 -0.849 0.244 -0.156
C -3.70771 -2.01606 1.62801 0.633 0.568 -1.720
O -3.16282 -0.72725 1.78692 0.819 0.544 1.279
Si -2.33756 0.00838 3.13540 -2.190 -1.522 0.521
C -3.76880 0.16785 4.50709 1.108 -1.131 -1.176
C -1.07441 -1.21073 3.90487 -1.464 0.099 -0.878
C -1.64719 1.50121 2.39474 0.453 0.458 -0.707
Si -3.03080 2.70477 1.81267 -0.269 -0.274 0.572
C -2.43925 4.11319 0.73120 0.597 -0.789 -2.628
C -3.74298 3.69939 3.24248 -1.768 -0.743 -0.180
C -4.64820 1.87534 1.21458 0.500 0.604 0.859
Si -0.17480 2.16916 3.37800 -1.021 -0.008 1.162
C -0.52342 2.20641 5.31534 1.318 -0.965 -0.528
C 1.46003 1.24263 3.22307 -0.412 0.119 -0.044
C 0.17771 3.91740 2.93428 -1.156 0.315 0.878
H -3.19684 -2.77644 2.12746 1.288 -1.113 1.261
H -3.55238 -2.25849 0.57078 -0.396 -0.022 -0.003
H -4.73392 -2.16381 1.88243 -1.036 0.641 0.239
H -4.67480 0.65482 4.15359 0.216 0.583 0.208
H -3.31549 0.53536 5.42883 -0.446 0.303 0.039
H -4.10396 -0.87411 4.67959 0.348 0.237 0.075
H -1.61706 -2.13673 4.11486 -0.051 -0.009 0.069
H -0.62593 -0.87865 4.81283 0.400 0.372 0.646
H -0.34911 -1.47461 3.16209 0.654 -0.143 -0.327
H -2.49886 5.00218 1.30336 0.033 1.013 0.575
H -3.03327 4.27713 -0.21789 0.275 -0.257 1.109
H -1.40505 3.98754 0.32491 -0.727 0.119 0.640
H -3.01201 4.03626 3.92574 0.803 0.370 1.046
H -4.49382 3.01048 3.73963 0.851 1.011 -0.158
H -4.28059 4.59887 2.85797 0.227 -0.676 0.171
H -5.33738 1.59090 2.03353 0.506 0.141 -0.308
H -4.38106 1.02698 0.65058 -0.060 -1.081 -0.733
H -5.14790 2.58936 0.57824 -0.287 0.308 -0.306
H -0.67971 1.16718 5.68032 -0.092 0.635 -0.074
H -1.28947 2.85397 5.70226 -0.632 0.204 -0.149
H 0.41768 2.55200 5.80162 -0.367 -0.197 -0.324
H 1.35235 0.17212 3.22985 -0.072 -0.600 -0.243
H 2.01310 1.45376 4.13590 0.320 0.311 -0.033
H 2.01723 1.55938 2.33355 0.040 -0.074 0.213
H -0.63353 4.37145 2.41191 -0.835 0.336 -0.164
H 0.95376 4.01299 2.26779 2.124 -0.018 -1.663
H 0.41103 4.55446 3.76725 0.091 0.203 0.672
C 0.11706 4.32090 -2.30478 0.142 -0.748 1.350
C -0.38923 3.01338 -1.64616 1.029 0.912 -1.066
S 0.86779 2.23477 -0.65993 -0.551 0.048 0.034
C -1.62101 2.57730 -1.89157 -0.525 -0.843 0.228
C -2.62037 3.23912 -2.79632 -0.457 -1.833 -0.444
S -2.30834 1.03258 -1.29436 0.703 0.364 0.468
H 1.07965 4.19679 -2.81629 -0.134 -0.069 0.323
H 0.19964 5.06877 -1.50174 0.292 -0.037 -0.287
H -0.59092 4.68627 -3.00674 -0.441 0.360 -0.613
H -2.25148 4.08339 -3.29486 0.459 1.146 -0.677
H -3.56068 3.49448 -2.33667 -0.256 0.148 0.634
H -2.91926 2.48768 -3.56089 0.217 0.409 0.185
Te 3.16267 -2.55071 2.02594 0.001 -0.001 -0.227
C 4.85456 -1.26769 2.06931 -0.530 0.634 -1.200
C 4.76646 -0.12534 1.23466 1.299 -0.287 1.131
C 5.82974 0.80832 1.21945 -1.382 -1.426 0.347
C 6.90725 0.62106 2.04991 0.640 -0.501 0.455
C 6.99476 -0.52097 2.83671 -0.709 -0.215 -1.010
C 6.00042 -1.50634 2.78788 0.736 0.266 1.154
C 3.28820 -2.72449 -0.08359 -0.074 -1.076 -0.956
C 3.98945 -3.81470 -0.66086 -0.122 0.720 1.124
C 4.18409 -3.91064 -2.00984 -1.196 1.697 -0.990
C 3.57638 -2.96889 -2.85266 0.098 0.389 0.659
C 2.86826 -1.86194 -2.31316 0.579 -2.467 -0.985
C 2.67074 -1.81375 -0.95594 0.662 -0.071 1.053
H 3.86996 -0.06448 0.65283 -0.144 0.630 -0.401
H 5.82305 1.66069 0.60620 -0.314 0.943 -0.843
H 7.74195 1.31607 2.05134 -0.187 0.056 -0.002
H 7.88753 -0.70050 3.37088 0.763 -0.169 0.728
H 6.14693 -2.40223 3.40445 -0.268 0.275 -0.379
H 4.39864 -4.60343 -0.06345 0.235 -0.069 0.631
H 4.79908 -4.62835 -2.48043 0.410 -1.076 -0.089
H 3.67474 -3.18400 -3.91174 -0.105 0.626 -0.084
H 2.37264 -1.21268 -2.98901 -0.404 0.749 -0.345
H 2.05239 -1.04956 -0.53522 -0.255 0.489 0.157
C 0.40293 1.20592 -5.91243 0.374 -0.725 -0.946
C -0.00852 -0.15604 -5.40919 0.160 -0.477 0.706
C -0.73990 -0.40373 -4.24469 0.110 -1.400 -0.403
C -1.08517 -1.70451 -3.82459 0.267 1.296 -0.690
C -0.62780 -2.76857 -4.57722 0.126 -0.171 0.291
C 0.20728 -2.58844 -5.65701 -0.646 0.880 -0.302
C 0.45612 -1.28164 -6.06372 0.840 -0.897 -0.582
S -1.14407 -4.35996 -4.11416 -1.121 -1.686 -0.094
O -2.46242 -4.20316 -3.57226 0.041 0.202 0.143
O -0.94654 -5.31700 -5.17471 0.243 0.483 -0.349
N -0.18706 -4.92180 -2.92832 -0.850 0.848 1.043
C 0.12456 -4.03800 -1.79270 1.041 0.096 -1.159
C -0.80548 -4.10912 -0.63479 -1.728 -2.051 0.508
C -0.85768 -2.75537 -0.01416 -0.311 0.874 0.141
O -0.37691 -2.51395 1.10249 0.341 -0.486 0.652
O -1.36044 -1.86030 -0.75288 -0.234 0.522 -0.153
H 1.29095 1.57257 -5.37262 -0.560 0.160 -0.087
H -0.42730 1.88899 -5.93900 -0.200 0.548 0.569
H 0.67330 1.10150 -6.98688 0.115 0.021 0.650
H -1.05914 0.35488 -3.60620 -0.506 1.471 0.762
H -1.69783 -1.83922 -2.94232 0.050 0.008 -0.026
H 0.49643 -3.41844 -6.27043 0.309 -0.322 -0.042
H 1.11472 -1.19567 -6.91677 -0.063 0.339 -0.261
H 0.59822 -5.37907 -3.29141 1.147 -0.726 -0.717
H 0.12143 -2.99615 -2.15683 0.320 -0.401 0.209
H 1.15456 -4.32531 -1.52576 -0.312 0.426 0.167
H -0.50326 -4.87227 0.09711 0.114 0.261 -0.136
H -1.83948 -4.44919 -0.98482 1.250 0.821 0.311

---

69
Properties=species:S:1:pos:R:3:forces:R:3 method="wB97M-V/def2-TZVPD" spin_multiplicity=3 charge=+1 homo_ha="-0.3985 / -0.3978" relative_energy_kcal_mol=0.00 s_squared=2.03
Au 15.22321 13.07306 9.94515 -0.101 0.278 -0.532
N 13.20794 12.55357 9.98402 -0.798 -0.709 -0.188
C 12.55835 11.25608 10.30900 -0.390 0.493 1.635
C 12.61533 10.97905 11.68628 0.467 0.434 0.631
C 11.77928 10.04678 12.27923 -0.115 -0.608 -1.386
C 10.97586 9.25686 11.42979 -0.614 0.126 0.254
C 10.86925 9.55880 10.06613 0.782 -0.200 0.103
C 11.66312 10.58402 9.48097 -0.040 -0.723 -0.724
P 11.59822 10.74196 7.55570 -2.363 0.557 0.228
C 11.92956 8.84839 7.36304 0.249 1.097 0.880
C 11.44834 7.97757 6.38742 -1.190 -0.824 -1.310
C 11.89924 6.68610 6.24247 -0.426 0.920 0.146
C 12.85074 6.19883 7.14986 -0.332 -0.167 0.239
C 13.32318 7.01977 8.17119 0.249 -0.021 0.294
C 12.89392 8.32647 8.27864 1.082 -1.419 0.461
C 9.68481 10.64984 7.49801 -0.637 0.114 -1.119
C 8.86597 11.21812 8.47314 -0.508 -0.146 0.383
C 7.45793 11.23744 8.36702 1.533 0.355 0.499
C 6.82777 10.84392 7.22043 -0.231 -0.791 -0.452
C 7.58620 10.32472 6.18484 1.684 0.136 0.645
C 8.99867 10.25611 6.30705 -1.043 0.368 0.820
H 12.81766 13.21130 10.67815 0.140 -0.338 -0.636
H 12.79289 12.78804 9.06742 0.064 0.323 -0.189
H 13.33198 11.55604 12.33064 -0.828 -0.445 -0.689
H 11.72536 9.92252 13.34492 0.256 -0.154 0.217
H 10.37707 8.43912 11.87049 0.276 0.623 -0.349
H 10.18957 8.98358 9.40000 0.511 0.443 0.702
H 10.63658 8.30148 5.73905 0.314 0.098 0.129
H 11.46968 6.01735 5.51508 0.003 0.056 -0.234
H 13.08405 5.14811 7.07712 0.430 -0.069 0.176
H 14.00939 6.59821 8.89508 0.092 0.163 -0.041
H 13.35737 8.92093 9.05954 -0.333 0.135 -0.275
H 9.30431 11.69829 9.35139 -0.071 -0.378 -0.129
H 6.91521 11.55720 9.22980 -0.410 0.437 0.248
H 5.75416 10.87242 7.11336 -0.129 0.061 0.156
H 7.09801 9.94778 5.31430 -0.096 0.010 -0.633
H 9.55916 10.03404 5.42588 0.186 -0.466 -0.262
C 18.64732 13.88430 6.33155 1.211 0.133 0.289
N 17.85763 13.54480 7.49955 -0.113 0.811 0.305
C 18.21309 13.66553 8.73804 1.460 -1.427 1.644
S 17.03809 14.41951 9.82171 0.167 0.122 -0.334
N 19.33549 13.20180 9.31913 -0.679 0.246 -0.569
C 20.17905 12.11765 8.78541 0.440 0.033 -1.021
H 18.10313 14.65762 5.77413 0.238 -0.165 0.096
H 18.75113 12.99302 5.70614 -0.062 0.310 0.064
H 19.66557 14.23049 6.63252 -0.830 -0.063 -0.311
H 16.76372 12.94583 7.24185 -0.850 -0.462 -0.569
H 19.46603 13.44570 10.28925 -0.118 0.025 0.029
H 20.90478 12.54753 8.06066 -0.443 -0.462 0.358
H 19.53963 11.34349 8.28846 0.517 0.718 0.455
H 20.76802 11.66647 9.60131 -0.498 0.292 -0.269
F 15.38067 10.84433 4.36210 1.106 0.257 1.617
Te 16.42897 10.69541 6.13046 -1.488 -0.753 -1.191
F 17.96705 11.26455 5.20524 -0.236 -0.185 0.033
F 11.50649 10.78874 5.87233 1.135 0.114 0.675
F 13.24049 10.83208 7.52891 0.968 -0.016 -0.413
F 17.68118 10.34579 7.66326 -0.067 0.487 -0.206
O 15.88499 12.30398 6.82877 0.346 -0.006 -0.051
C 12.07983 13.66668 5.75982 -0.717 1.520 0.328
C 10.96114 13.30068 6.76503 1.416 0.492 0.639
C 10.49639 14.53561 7.55584 -1.528 0.475 -0.930
O 11.57003 12.41984 7.75819 -0.484 -0.145 -0.696
H 11.70464 14.51687 5.11047 0.439 -0.985 0.515
H 12.36070 12.81342 5.14217 0.197 0.230 0.175
H 12.92720 14.09156 6.37307 -0.600 -0.646 -0.799
H 10.12440 12.81996 6.27368 -0.065 -0.277 0.045
H 11.23283 15.33431 7.41300 -0.289 0.058 0.177
H 10.35149 14.35994 8.62935 0.133 -0.222 -0.313
H 9.47067 14.87889 7.15757 1.632 -0.279 0.529

---

Energy per entry: -7452.2151 -128339.4128 -17628.3880 -19018.1958 -119228.7968 -78644.8447 eV